Here is a 2-piece molecular cluster, C3H7F2NO5S2 overall in a non-equilibrium geometry from the OMol25 dataset. Energies are from the ωB97M-V functional and the def2-TZVPD basis.

The geometry in XYZ format:
```
20
C3H7F2NO5S2 (the ωB97M-V functional and the def2-TZVPD basis)
C 2.03553 -0.05173 -1.17977
C 1.65424 0.83237 1.04941
C -2.29349 1.42705 0.72587
N 1.01358 0.19341 -0.12707
O 0.90508 -2.32359 0.18297
O -0.85896 -0.90283 1.17945
O -1.53441 -1.88149 -1.38663
O -0.48945 -0.95152 -1.35993
O -3.38643 -0.53209 -0.33370
F -2.02521 2.02680 -0.43416
F -1.88515 2.23427 1.73628
S -3.15586 0.08531 0.97099
S 0.17288 -1.11542 0.16686
H 2.72794 -0.72137 -0.74597
H 1.43932 -0.52957 -1.96442
H 2.49917 0.94907 -1.35500
H 0.80275 1.27738 1.39708
H 2.16150 0.16551 1.89117
H 2.54814 1.38022 0.53737
H -2.33118 -1.56177 -0.95078
```

Values from the calculation:
2S+1	1

Here is one molecule with the formula C5H10O from the OMol25 dataset. Energies are from the ωB97M-V functional and the def2-TZVPD basis.

The geometry in XYZ format:
```
16
C5H10O (the ωB97M-V functional and the def2-TZVPD basis)
C -0.59641 -1.00580 0.43882
C -1.38270 0.18737 -0.10949
C -0.54771 1.46241 0.01013
O 0.74953 1.36706 -0.54518
C 1.56556 0.24576 -0.21094
C 0.82230 -1.10064 -0.16441
H -1.09954 -1.95463 0.22249
H -0.55104 -0.91535 1.53405
H -1.68653 0.00209 -1.14907
H -2.30455 0.36701 0.46154
H -0.51173 1.76447 1.07329
H -1.04633 2.27069 -0.53945
H 2.11599 0.40809 0.73338
H 2.31433 0.24657 -1.01235
H 1.39415 -1.82314 0.43476
H 0.76468 -1.52196 -1.17757
```

Values from the calculation:
2S+1	1

Taking the records one at a time from the top gives relative energy (zero: lowest compared OMol25 entry of this formula, charge and spin) values of 76.4 51.3 kJ/mol.
Taking the records one at a time from the top gives E values of -1545.323338 -271.733064 hartree.